Record 1
A structure of composition C6H8Li2O6 in a non-equilibrium geometry, computed with the ωB97M-V functional and the def2-TZVPD basis.

Calculated values
**Energy above the lowest of the compared OMol25 structures with the same formula, charge and spin**: 138.82 kJ/mol
**E**: -19046.3765 eV
**HOMO energy**: -6.204 eV

Cartesian coordinates (Å):
O  -1.43  -0.99  3.87
C  -0.40  -1.14  3.04
C  -2.63  -1.51  3.27
O  -0.71  -1.98  2.04
C  -2.11  -2.29  2.07
H  -3.26  -0.66  2.99
H  -3.14  -2.13  4.01
H  -2.56  -1.98  1.12
H  -2.20  -3.38  2.19
O  0.35  -0.19  2.76
Li  1.55  -0.51  1.31
C  1.09  1.47  0.58
C  0.35  1.37  -0.71
O  0.02  2.70  -1.28
C  -0.56  2.76  -2.48
O  -0.87  1.72  -3.11
O  -0.66  3.91  -3.00
H  0.51  2.08  1.31
H  2.03  2.04  0.45
H  -0.60  0.83  -0.61
H  0.95  0.86  -1.48
Li  -1.42  2.96  -4.51

natural (NBO) population analysis, charges in e, atoms 1 to 2: number 1, O, carries -0.468; number 2, C, carries 0.952

=====

Record 2
A structure of composition C19H32NO7SW, computed with the ωB97M-V functional and the def2-TZVPD basis.

Calculated values
**Energy above the lowest of the compared OMol25 structures with the same formula, charge and spin**: 0.00 kJ/mol
**E**: -48698.8298 eV
**HOMO energy**: -9.706 eV
**Charge**: +1

Cartesian coordinates (Å):
W  -0.53  0.78  -0.05
C  2.35  -0.76  0.37
C  3.00  0.60  0.51
O  1.97  1.57  0.37
C  2.28  2.76  -0.35
C  1.38  3.82  0.23
O  0.07  3.26  0.30
C  -0.64  3.53  1.50
C  -0.16  2.63  2.62
O  -0.25  1.26  2.18
C  0.62  0.41  2.95
C  0.72  -0.93  2.25
O  1.00  -0.73  0.86
H  2.91  -1.54  0.89
H  2.24  -1.03  -0.68
H  3.76  0.72  -0.26
H  3.48  0.74  1.49
H  2.07  2.60  -1.42
H  3.33  3.04  -0.22
H  1.37  4.72  -0.38
H  1.73  4.08  1.24
H  -1.69  3.34  1.28
H  -0.53  4.58  1.80
H  -0.77  2.77  3.51
H  0.88  2.85  2.86
H  0.21  0.29  3.95
H  1.60  0.89  3.01
H  -0.22  -1.47  2.28
H  1.50  -1.54  2.71
C  -4.24  0.85  -0.94
C  -3.22  1.97  -1.17
C  -2.97  2.16  -2.67
C  -3.68  3.27  -0.53
N  -1.96  1.57  -0.58
H  -5.20  1.14  -1.36
H  -4.36  0.67  0.13
H  -3.91  -0.07  -1.41
H  -3.90  2.43  -3.17
H  -2.59  1.24  -3.12
H  -2.24  2.96  -2.84
H  -4.61  3.60  -1.00
H  -2.94  4.06  -0.66
H  -3.88  3.13  0.53
C  2.64  -6.38  -0.56
C  1.75  -5.18  -0.75
C  0.73  -4.89  0.16
C  -0.09  -3.78  -0.02
C  0.11  -2.97  -1.12
C  1.11  -3.24  -2.05
C  1.92  -4.34  -1.85
S  -0.95  -1.59  -1.39
O  -1.95  -1.94  -2.34
O  -0.07  -0.43  -1.76
O  -1.45  -1.15  -0.03
H  2.30  -6.99  0.27
H  3.66  -6.07  -0.35
H  2.66  -6.99  -1.46
H  0.57  -5.54  1.01
H  -0.89  -3.57  0.68
H  1.25  -2.60  -2.91
H  2.70  -4.56  -2.57

natural (NBO) population analysis, charges in e, atoms 1 to 2: number 1, W, carries 1.411; number 2, C, carries -0.085

=====

Record 3
A structure of composition C4H9NO2, computed with the ωB97M-V functional and the def2-TZVPD basis.

Calculated values
**Energy above the lowest of the compared OMol25 structures with the same formula, charge and spin**: 458.73 kJ/mol
**E**: -9875.3063 eV
**HOMO energy**: -9.118 eV

Cartesian coordinates (Å):
C  -2.02  -0.04  -0.37
C  -0.52  0.22  -0.38
O  -0.22  1.53  0.12
C  0.26  -0.74  0.50
C  2.09  -0.62  -0.03
O  2.50  -1.66  -0.44
N  2.55  0.53  0.43
H  -2.41  0.05  0.65
H  -2.24  -1.04  -0.75
H  -2.54  0.69  -1.00
H  -0.15  0.13  -1.42
H  -0.64  2.18  -0.45
H  -0.09  -0.61  1.54
H  0.13  -1.78  0.24
H  1.45  -0.11  1.06
H  1.84  1.27  0.31

natural (NBO) population analysis, charges in e, atoms 1 to 2: number 1, C, carries -0.630; number 2, C, carries 0.085

=====

Record 4
The molecule C11H16NP in a non-equilibrium geometry, computed with the ωB97M-V functional and the def2-TZVPD basis.

Calculated values
**Energy above the lowest of the compared OMol25 structures with the same formula, charge and spin**: 0.00 kJ/mol
**SMILES**: NP(c1ccccc1)C1CCCC1
**E**: -22445.1607 eV
**HOMO energy**: -7.726 eV

Cartesian coordinates (Å):
N  1.36  1.68  1.63
P  1.34  0.27  0.66
C  -0.10  -0.55  1.45
C  -1.17  0.17  1.97
C  -2.29  -0.49  2.44
C  -2.36  -1.88  2.40
C  -1.29  -2.60  1.90
C  -0.17  -1.94  1.42
C  0.04  1.12  -0.94
C  -0.42  -0.04  -1.78
C  0.88  -0.49  -2.46
C  1.76  0.77  -2.56
C  0.99  1.88  -1.83
H  2.20  2.22  1.49
H  1.27  1.48  2.62
H  -1.13  1.25  2.00
H  -3.12  0.08  2.84
H  -3.24  -2.39  2.76
H  -1.33  -3.68  1.87
H  0.66  -2.51  1.03
H  -0.72  1.70  -0.42
H  -1.13  0.31  -2.54
H  -0.89  -0.83  -1.21
H  0.70  -0.95  -3.43
H  1.37  -1.24  -1.82
H  2.72  0.60  -2.06
H  1.97  1.04  -3.59
H  1.65  2.55  -1.28
H  0.43  2.49  -2.55

natural (NBO) population analysis, charges in e, atoms 1 to 2: number 1, N, carries -1.171; number 2, P, carries 0.869

=====

Record 5
A cluster of 2 separate species, C10H20 in total, computed with the ωB97M-V functional and the def2-TZVPD basis.

Calculated values
**Energy above the lowest of the compared OMol25 structures with the same formula, charge and spin**: 0.00 kJ/mol
**SMILES**: C1CCCC1.C1CCCC1
**E**: -10694.5808 eV
**HOMO energy**: -11.005 eV

Cartesian coordinates (Å):
C  1.79  1.15  0.66
C  1.85  0.99  -0.85
C  2.69  -0.27  -1.05
C  2.11  -1.19  0.01
C  1.89  -0.29  1.23
H  2.58  1.80  1.01
H  0.87  1.63  0.97
H  2.27  1.85  -1.36
H  0.86  0.83  -1.28
H  3.74  -0.05  -0.79
H  2.69  -0.68  -2.08
H  2.74  -2.05  0.24
H  1.15  -1.60  -0.33
H  2.73  -0.38  1.94
H  0.97  -0.55  1.75
C  -1.75  -1.18  0.61
C  -1.92  0.23  1.24
C  -2.13  1.22  0.07
C  -2.67  0.31  -1.04
C  -1.86  -0.96  -0.89
H  -0.79  -1.63  0.90
H  -2.51  -1.86  0.96
H  -1.06  0.54  1.82
H  -2.79  0.19  1.89
H  -1.18  1.65  -0.26
H  -2.81  2.03  0.31
H  -2.62  0.73  -2.04
H  -3.73  0.09  -0.85
H  -0.86  -0.80  -1.31
H  -2.31  -1.79  -1.43

natural (NBO) population analysis, charges in e, atoms 1 to 2: number 1, C, carries -0.411; number 2, C, carries -0.404

=====

Record 6
The molecule C5H12O in a non-equilibrium geometry, computed with the ωB97M-V functional and the def2-TZVPD basis.

Calculated values
**Energy above the lowest of the compared OMol25 structures with the same formula, charge and spin**: 152.49 kJ/mol
**SMILES**: CC[C@@H](C)OC
**E**: -7425.7309 eV
**HOMO energy**: -9.518 eV

Cartesian coordinates (Å):
C  -0.71  -2.01  0.25
C  -0.87  -0.46  -0.05
C  0.12  0.80  -0.45
C  -0.66  2.14  -0.42
O  1.21  0.99  0.41
C  1.92  -0.21  0.50
H  -0.17  -2.62  -0.49
H  -0.30  -2.26  1.24
H  -1.74  -2.42  0.26
H  -1.44  -0.10  0.81
H  -1.53  -0.45  -0.92
H  0.49  0.65  -1.48
H  -1.69  2.02  -0.74
H  -0.21  2.91  -1.07
H  -0.65  2.57  0.59
H  2.60  -0.15  1.36
H  1.15  -0.98  0.62
H  2.49  -0.42  -0.42

natural (NBO) population analysis, charges in e, atoms 1 to 2: number 1, C, carries -0.621; number 2, C, carries -0.450

=====

Record 7
A structure of composition C26H28BCl4N10O2STi in a non-equilibrium geometry, computed with the ωB97M-V functional and the def2-TZVPD basis.

Calculated values
**Energy above the lowest of the compared OMol25 structures with the same formula, charge and spin**: 85.81 kJ/mol
**E**: -131131.1629 eV
**HOMO energy**: -10.729 eV
**Charge**: +1

Cartesian coordinates (Å):
Ti  0.59  -0.66  -0.16
C  -2.87  -1.65  -0.54
C  -2.50  -0.21  -0.65
C  -3.34  0.89  -0.79
C  -2.50  1.97  -0.99
N  -1.23  1.53  -0.95
N  -1.22  0.19  -0.71
B  0.12  2.25  -1.17
N  0.84  2.22  0.18
C  1.38  3.23  0.89
C  1.92  2.70  2.04
C  1.68  1.33  1.97
C  2.08  0.32  2.98
N  1.00  1.05  0.85
N  0.91  1.35  -2.18
C  1.39  1.67  -3.38
C  1.97  0.54  -3.93
C  1.81  -0.46  -2.98
C  2.21  -1.89  -3.05
N  1.16  0.05  -1.92
N  0.06  3.62  -1.76
C  -0.67  4.07  -2.83
C  -0.06  5.19  -3.32
C  1.08  5.37  -2.50
C  2.14  6.41  -2.58
N  1.13  4.43  -1.59
H  -3.61  -1.80  0.25
H  -1.99  -2.26  -0.37
H  -3.33  -1.96  -1.48
H  -4.41  0.91  -0.77
H  -2.73  3.00  -1.13
H  1.36  4.23  0.51
H  2.43  3.23  2.81
H  2.74  0.79  3.71
H  2.61  -0.51  2.51
H  1.22  -0.08  3.51
H  1.31  2.66  -3.78
H  2.45  0.45  -4.88
H  2.64  -2.10  -4.03
H  1.34  -2.53  -2.90
H  2.96  -2.12  -2.28
H  -1.54  3.55  -3.16
H  -0.37  5.80  -4.14
H  1.72  7.40  -2.73
H  2.80  6.20  -3.43
H  2.74  6.39  -1.67
Cl  4.97  -5.43  1.01
C  3.55  -4.58  0.56
C  2.45  -5.26  0.03
Cl  2.52  -6.96  -0.17
C  1.30  -4.57  -0.37
Cl  -0.06  -5.40  -1.02
C  1.26  -3.18  -0.25
O  0.29  -2.36  -0.63
C  2.38  -2.50  0.29
O  2.22  -1.19  0.31
C  3.51  -3.19  0.71
Cl  4.83  -2.29  1.36
S  -0.30  -1.73  2.11
C  -1.90  -1.89  2.66
N  -2.76  -0.87  2.61
C  -4.10  -0.91  3.18
C  -4.13  -1.94  4.31
C  -3.59  -3.27  3.79
N  -2.29  -3.05  3.20
H  -2.41  0.00  2.23
H  -4.83  -1.17  2.41
H  -4.35  0.08  3.56
H  -5.15  -2.07  4.67
H  -3.51  -1.59  5.14
H  -4.27  -3.68  3.04
H  -3.49  -3.99  4.60
H  -1.61  -3.79  3.20

Mulliken population analysis, charges in e, atoms 1 to 2: number 1, Ti, carries -0.882; number 2, C, carries -1.121

=====

Record 8
A cluster of 2 separate species, C3H10N3O in total in a non-equilibrium geometry, computed with the ωB97M-V functional and the def2-TZVPD basis.

Calculated values
**Energy above the lowest of the compared OMol25 structures with the same formula, charge and spin**: 263.12 kJ/mol
**E**: -9783.5730 eV
**HOMO energy**: -14.386 eV
**Charge**: +1

Cartesian coordinates (Å):
C  -1.10  0.82  0.04
C  1.42  0.55  -0.08
C  0.25  0.69  0.71
N  -1.77  1.79  0.50
N  -0.23  -2.13  -1.13
N  0.38  0.66  2.02
O  -1.42  0.09  -1.01
H  1.52  1.64  -0.48
H  1.32  -0.11  -0.90
H  2.36  0.48  0.50
H  0.67  -2.06  -0.66
H  -2.53  2.20  -0.05
H  -0.13  -2.12  -2.19
H  -0.64  -3.11  -1.08
H  -0.49  0.70  2.50
H  -0.96  -0.72  -1.14
H  1.35  0.62  2.45

natural (NBO) population analysis, charges in e, atoms 1 to 2: number 1, C, carries 0.478; number 2, C, carries -0.717